(1)
155
Properties=species:S:1:pos:R:3:forces:R:3 method="wB97M-V/def2-TZVPD" e_above_lowest_ev=3.1947 total_energy_ha=-2717.17347 lumo_energy_ev=0.0 total_charge=0 orbital_gap_ev=8.51 homo_ev=-8.47
C 4.1216 -19.2239 -7.9510 -0.9 0.1 0.7
O 3.8848 -19.0706 -9.3237 0.7 0.4 -1.0
H 3.5640 -18.4523 -7.4122 -0.1 -0.2 0.2
H 3.7803 -20.2139 -7.6453 0.3 0.0 0.4
H 5.1655 -19.0446 -7.6912 0.1 -0.3 -0.4
H 3.1451 -19.5878 -9.6437 -0.1 0.0 0.3
C 6.3470 -18.5153 -11.3383 -1.0 -0.7 -0.2
O 5.9742 -17.4716 -10.4638 0.2 -0.1 -0.1
H 5.4468 -18.9717 -11.7610 0.0 0.1 -0.2
H 6.9312 -18.1348 -12.1741 -0.1 0.1 0.4
H 6.8582 -19.3303 -10.8202 0.4 0.1 -0.1
H 5.2491 -17.8086 -9.9251 -0.2 0.0 -0.1
C 6.1711 -21.9160 -9.5712 -0.6 0.1 0.7
O 7.2712 -21.8725 -10.4463 0.3 -0.2 0.0
H 5.3020 -21.4029 -9.9876 0.0 0.0 0.0
H 5.8714 -22.9146 -9.2405 0.1 -0.3 -0.5
H 6.4369 -21.4181 -8.6371 0.2 0.3 -0.2
H 6.9660 -22.0748 -11.3345 0.0 0.0 0.0
C 12.6439 -15.7775 -10.4178 0.1 1.9 0.9
O 11.7330 -15.3617 -9.4011 0.0 -0.4 -0.5
H 12.1831 -16.0084 -11.3811 -0.1 -0.6 0.1
H 13.1839 -14.8396 -10.5760 0.4 -0.2 -0.4
H 13.3745 -16.4910 -10.0363 -0.2 -0.4 -0.3
H 11.3718 -16.1578 -8.9431 -0.1 -0.2 0.2
C 10.9580 -22.9799 -6.6780 -0.4 0.9 -1.3
O 11.7845 -21.9986 -6.1053 0.5 -0.2 1.1
H 11.4000 -23.9731 -6.7669 0.0 0.0 0.4
H 9.9629 -22.9607 -6.2287 0.0 -0.4 0.1
H 10.8580 -22.5745 -7.6887 -0.3 -0.5 -0.2
H 11.9395 -22.2524 -5.1896 0.2 0.2 0.0
C 10.0143 -21.1980 -11.6682 0.4 -0.5 -0.5
O 10.4492 -21.6347 -10.3886 -0.1 0.4 0.3
H 10.1534 -22.0490 -12.3395 -0.3 0.1 -0.4
H 8.9920 -20.8193 -11.7094 0.0 -0.1 0.3
H 10.6699 -20.4095 -12.0368 0.1 0.0 0.3
H 9.8022 -22.2558 -10.0418 -0.2 0.0 -0.1
C 5.4919 -19.0959 1.0858 0.8 1.3 -0.1
C 6.1971 -17.8997 0.3456 -1.8 -0.9 -0.2
C 6.5660 -18.2561 -1.1044 0.8 0.4 0.6
O 7.9028 -18.7087 -1.1311 0.0 -0.4 0.3
C 8.3677 -19.1218 -2.3893 0.2 -0.3 0.5
N 5.1977 -16.8203 0.3285 0.4 -0.3 0.8
H 5.3821 -18.7751 2.1220 0.3 -0.4 0.1
H 6.0971 -19.9948 0.9812 -0.2 -0.1 0.2
H 4.4622 -19.2470 0.7587 0.1 -0.1 -0.5
H 7.0800 -17.6353 0.9248 0.1 0.3 -0.2
H 6.4971 -17.3288 -1.6801 -0.1 -0.1 -0.3
H 5.8762 -19.0114 -1.4937 -0.1 0.0 -0.2
H 7.8066 -19.9851 -2.7609 -0.3 0.2 -0.2
H 9.3807 -19.4914 -2.2280 0.1 0.2 -0.1
H 8.3720 -18.2877 -3.0929 0.0 -0.1 -0.2
H 5.5384 -15.9595 -0.0742 -0.1 -0.1 -0.2
H 4.3761 -17.1772 -0.1386 -0.1 0.4 -0.2
C 11.2903 -14.1639 -6.0813 0.7 -0.3 -0.7
C 10.0603 -14.9352 -5.6789 -0.2 0.8 0.6
C 10.3987 -16.0378 -4.6815 0.1 0.1 -1.0
O 11.3495 -16.9333 -5.2712 -0.5 -0.7 0.8
C 11.5598 -18.0777 -4.4484 0.5 0.3 0.3
N 9.1155 -14.0269 -4.9859 0.2 -0.6 -0.3
H 11.1479 -13.5755 -6.9875 -0.3 0.0 0.0
H 12.0585 -14.8946 -6.3408 0.2 0.2 0.1
H 11.6676 -13.4772 -5.3221 -0.1 -0.2 0.3
H 9.5833 -15.3519 -6.5708 0.1 -0.3 -0.1
H 9.4849 -16.5950 -4.4594 -0.1 0.0 0.3
H 10.8032 -15.5250 -3.8060 0.0 -0.3 0.3
H 11.9665 -17.7854 -3.4755 0.3 0.2 0.0
H 12.2635 -18.7474 -4.9406 0.0 0.2 -0.1
H 10.6916 -18.6775 -4.1601 -0.6 0.3 -0.6
H 9.1140 -13.1608 -5.5109 -0.2 0.1 0.1
H 8.2099 -14.4776 -5.1080 0.0 0.6 0.2
C 13.9116 -21.6637 -8.8067 0.5 -0.7 -0.1
C 13.3964 -20.2560 -8.9939 0.5 -0.2 0.9
C 13.4425 -19.8276 -10.4365 0.2 -0.3 -0.4
O 14.8123 -19.8300 -10.8715 -0.6 0.2 0.1
C 15.0165 -19.4376 -12.2308 -0.4 0.3 1.3
N 12.0617 -20.0735 -8.4009 -0.1 -0.6 -0.2
H 14.9413 -21.7723 -9.1515 -0.1 0.1 -0.3
H 13.2879 -22.3690 -9.3618 0.0 -0.1 0.0
H 13.9447 -21.9881 -7.7656 -0.3 0.2 0.1
H 14.0864 -19.6049 -8.4502 -0.1 0.2 0.0
H 12.9179 -18.8693 -10.4956 0.4 0.4 -0.3
H 12.8739 -20.5307 -11.0538 -0.1 -0.2 -0.1
H 14.4224 -20.0657 -12.8961 0.2 0.0 -0.2
H 16.0901 -19.4890 -12.3989 -0.1 -0.3 -0.2
H 14.7307 -18.3870 -12.3291 -0.2 0.0 -0.3
H 11.3946 -20.6589 -8.9041 0.1 0.2 -0.4
H 12.0670 -20.5344 -7.4930 0.2 0.4 0.2
C 11.3559 -11.7011 -10.6741 -0.6 0.0 -0.1
C 9.9801 -12.3378 -10.5262 -0.7 -0.5 0.2
C 9.6780 -13.3736 -11.6358 -0.2 0.2 1.4
O 8.3224 -13.7761 -11.4465 -0.5 -0.1 -1.0
C 7.8243 -14.5687 -12.5149 0.1 0.3 -0.4
N 9.8383 -12.9535 -9.1960 0.4 -0.2 -0.2
H 11.5214 -11.3663 -11.6994 0.1 -0.1 -0.1
H 12.1173 -12.4235 -10.3800 0.1 0.2 0.0
H 11.3804 -10.8122 -10.0450 0.3 -0.2 0.2
H 9.1938 -11.5793 -10.5344 0.1 0.2 -0.5
H 10.2546 -14.2748 -11.4056 0.6 0.1 -0.5
H 9.8994 -12.9459 -12.6161 -0.3 -0.2 -0.2
H 8.5015 -15.3765 -12.8050 0.1 -0.2 0.4
H 7.6874 -13.9992 -13.4401 0.1 0.4 0.1
H 6.8368 -14.9674 -12.2852 0.1 -0.1 0.5
H 8.8822 -13.2485 -9.0480 -0.2 0.2 -0.1
H 10.3447 -13.8360 -9.2462 0.4 0.0 0.3
C 9.2573 -17.7604 -10.1123 -0.4 -0.5 0.2
C 9.2506 -17.6712 -8.5838 0.0 0.6 -0.6
C 8.5483 -18.8929 -7.9961 0.0 0.0 0.3
O 8.5521 -18.8388 -6.5733 0.2 0.1 0.6
C 8.0040 -20.0022 -5.9881 -0.1 -0.2 -1.0
N 10.6293 -17.5248 -8.1502 -0.3 -0.6 1.0
H 9.6254 -18.7639 -10.3445 -0.2 -0.1 -0.3
H 9.9331 -17.0770 -10.6237 0.0 0.4 0.5
H 8.2494 -17.6133 -10.5013 0.3 -0.1 0.0
H 8.6997 -16.7770 -8.2786 -0.1 0.0 0.0
H 9.0586 -19.8102 -8.3089 0.1 -0.1 -0.2
H 7.5095 -18.9332 -8.3430 -0.1 0.0 -0.2
H 7.9925 -20.0000 -4.9000 0.1 0.6 -0.1
H 8.5582 -20.8965 -6.2915 0.2 -0.1 -0.1
H 6.9887 -20.1362 -6.3756 -0.3 -0.1 0.2
H 10.6078 -17.4087 -7.1374 0.2 0.4 0.1
H 11.0496 -18.4593 -8.2143 0.5 0.2 -0.4
C 6.4963 -13.2464 -7.5668 0.3 -1.2 0.7
C 6.8108 -14.7181 -7.9084 -0.2 0.7 -1.5
C 6.2483 -15.7623 -6.9431 0.8 -0.2 0.5
O 6.9385 -15.7166 -5.6796 -0.1 -0.2 0.2
C 6.4322 -16.6659 -4.7458 -1.4 0.4 -0.9
N 6.2422 -14.9557 -9.2599 0.0 -0.8 0.4
H 5.4142 -13.1271 -7.6075 0.0 0.2 0.4
H 6.9459 -12.5292 -8.2514 0.1 -0.2 -0.2
H 6.9524 -13.1133 -6.5839 -0.5 0.6 0.2
H 7.8978 -14.8197 -7.9742 0.2 -0.2 0.5
H 6.4574 -16.7803 -7.2887 -0.1 0.0 -0.6
H 5.1637 -15.6706 -6.8374 -0.1 0.3 0.2
H 7.0432 -16.8457 -3.8667 0.4 0.4 -0.3
H 6.2019 -17.6141 -5.2414 0.4 -0.2 -0.1
H 5.4517 -16.2912 -4.4350 -0.1 0.0 0.4
H 6.8436 -14.5300 -9.9577 0.0 0.4 0.1
H 6.3144 -15.9459 -9.5015 -0.1 0.3 0.1
C 8.3074 -20.3894 -16.1302 0.8 -0.1 -0.7
C 7.9373 -20.0460 -14.6911 0.0 0.1 -1.7
C 8.4852 -18.6638 -14.3328 0.5 -0.9 1.7
O 9.9212 -18.7483 -14.3341 -1.0 0.1 -0.9
C 10.5335 -17.6604 -13.6920 0.2 -0.1 0.4
N 6.4856 -20.0547 -14.5534 -0.3 0.1 0.9
H 7.7676 -21.2428 -16.5447 -0.2 -0.1 0.4
H 9.3660 -20.6465 -16.2069 0.1 0.1 0.0
H 8.1296 -19.5701 -16.8309 -0.1 0.2 0.1
H 8.4421 -20.8211 -14.1137 -0.4 0.2 0.7
H 8.1985 -18.4197 -13.3041 0.0 -0.2 -0.1
H 8.0112 -17.8744 -14.9234 0.5 0.1 -0.6
H 10.4750 -17.7575 -12.6036 -0.2 0.0 0.1
H 10.0704 -16.7109 -13.9681 0.2 0.1 -0.2
H 11.5961 -17.6998 -13.9312 -0.1 0.2 -0.2
H 6.0796 -19.3883 -15.1994 0.0 0.1 0.0
H 6.0922 -20.9484 -14.8166 0.2 -0.1 0.0

(2)
9
Properties=species:S:1:pos:R:3:forces:R:3 method="wB97M-V/def2-TZVPD" e_above_lowest_ev=4.1785 total_energy_ha=-171.90152 lumo_energy_ev="0.8 / 0.9" total_charge=0 orbital_gap_ev="7.67 / 7.76" homo_ev="-6.85 / -6.91"
C -0.3356 0.3123 0.6610 1.6 0.7 -0.2
C -1.0640 -0.3018 1.5542 0.2 0.0 -1.4
C 0.8154 -0.1979 -1.4452 0.3 -1.2 -0.7
N 0.1300 0.5070 -0.5675 -0.5 2.0 0.5
H -1.8153 -0.9841 1.2485 -1.2 -0.6 -0.2
H -0.9045 -0.2245 2.5992 0.3 0.2 0.8
H 1.1416 0.3960 -2.2880 0.2 -0.6 0.0
H 0.8391 -1.2749 -1.3606 0.2 0.1 -0.1
H 0.2989 1.4918 -0.9009 -1.2 -0.8 1.2

(3)
14
Properties=species:S:1:pos:R:3:forces:R:3 method="wB97M-V/def2-TZVPD" e_above_lowest_ev=2.4554 total_energy_ha=-283.07353 lumo_energy_ev=-4.4 total_charge=+1 orbital_gap_ev=10.62 smiles="[H]/N=C/N/C=[NH+]/C" homo_ev=-15.02
H -4.3400 0.4383 -0.1342 -0.2 -0.4 0.0
N -3.6446 -0.2967 0.0286 3.7 0.7 -0.1
C -2.5229 0.3057 -0.1490 -0.1 -0.5 0.5
N -1.0683 -0.2619 0.1225 -0.7 0.2 -0.8
C 0.2145 0.0699 -0.1886 -1.4 -0.4 1.0
N 1.3352 -0.5644 0.1149 -1.2 -1.3 2.1
C 2.6827 -0.0288 -0.0089 1.7 3.1 -0.3
H -2.4784 1.3396 -0.3870 0.5 0.8 -0.4
H -1.1807 -1.1548 0.5261 0.0 -1.3 0.7
H 0.4054 0.9981 -0.6308 -0.2 1.3 -1.0
H 1.3158 -1.3376 0.8367 -0.4 0.9 -1.5
H 2.9899 0.1703 -1.0562 -0.4 -0.7 0.4
H 2.9071 1.0416 0.4709 -1.1 -2.3 -0.5
H 3.3843 -0.7192 0.4550 -0.2 0.0 -0.2